Record 1
DFT (the ωB97M-V functional and the def2-TZVPD basis) results for one molecule with the formula C5H10N2S.

```
18
C5H10N2S, DFT the ωB97M-V functional and the def2-TZVPD basis
C -2.532 -0.924 0.521
C -0.266 0.522 -0.290
C -1.170 1.716 -0.372
C 1.046 0.708 -0.081
C 2.206 -0.205 -0.058
H -2.935 -1.975 0.558
H -2.206 -0.581 1.503
H -3.279 -0.211 0.183
H -1.665 1.764 -1.346
H -1.960 1.705 0.385
H -0.599 2.616 -0.170
H 1.312 1.778 0.081
H 1.003 -1.954 -0.277
H 2.695 -2.182 -0.076
H 4.071 -0.441 0.170
N 1.981 -1.561 -0.406
N 3.360 0.258 0.198
S -1.061 -1.033 -0.523
```

As for the SMILES: [H]/N=C(N)/C=C(/C)SC. The calculation puts the LUMO energy at 0.61 eV. As for the frontier orbital gap: 9.134 eV.

Löwdin atomic charge list, values in e, 8 entries:
1 C -0.392
2 C -0.591
3 C -0.117
4 C -0.072
5 C -0.498
6 H 0.054
7 H 0.040
8 H 0.030

=====

Record 2
DFT (the ωB97M-V functional and the def2-TZVPD basis) results for one molecule with the formula C5H10N2S.

```
18
C5H10N2S, DFT the ωB97M-V functional and the def2-TZVPD basis
C -0.364 -0.616 -1.375
C -0.180 -0.384 0.071
C 0.980 0.777 0.235
C -0.107 1.672 1.044
C -1.307 0.566 0.791
H 0.886 -1.360 -2.943
H 1.518 -1.653 -1.458
H -0.211 -1.098 1.798
H 1.002 -2.334 0.774
H 1.318 1.149 -0.867
H 1.984 0.482 0.744
H -0.454 2.706 0.527
H -0.139 2.204 1.967
H -1.573 -0.096 1.762
H -2.338 0.798 0.176
N 0.744 -1.166 -1.904
N -0.028 -1.680 0.719
S -1.729 0.034 -2.061
```

As for the SMILES: NC(=S)C1(N)CCC1. The calculation puts the LUMO energy at 0.48 eV. As for the frontier orbital gap: 8.504 eV.

Löwdin atomic charge list, values in e, 8 entries:
1 C -0.857
2 C -0.657
3 C -0.104
4 C -0.158
5 C -0.156
6 H 0.143
7 H 0.104
8 H 0.157

=====

Record 3
DFT (the ωB97M-V functional and the def2-TZVPD basis) results for an isolated ion of composition C5H10N3 and charge +1.

```
18
C5H10N3, DFT the ωB97M-V functional and the def2-TZVPD basis
C 1.766 0.653 -0.775
C 0.845 -0.685 -1.082
C -0.250 -0.615 -0.064
C -1.635 -1.163 -0.132
N -2.239 -0.856 1.117
C -1.368 -0.062 1.747
N -0.114 -0.208 1.193
N 1.095 1.951 -0.615
H 2.016 0.451 0.311
H 2.475 0.682 -1.514
H 0.274 -0.667 -2.007
H 1.629 -1.421 -1.103
H -1.991 -1.793 -0.960
H -3.140 -1.034 1.398
H -1.460 0.208 2.841
H 0.756 0.259 1.505
H 0.221 1.780 -0.456
H 1.121 2.518 -1.406
```

As for the SMILES: NCCc1c[nH]c[nH+]1. The calculation puts the LUMO energy at -3.97 eV. As for the charge: +1. As for the frontier orbital gap: 9.131 eV.

Löwdin atomic charge list, values in e, 8 entries:
1 C -0.175
2 C -0.062
3 C -0.230
4 C 0.079
5 N 0.135
6 C -0.039
7 N 0.133
8 N 0.051

=====

Record 4
DFT (the ωB97M-V functional and the def2-TZVPD basis) results for a 2-piece molecular cluster, C5H10N3 overall.

```
18
C5H10N3, DFT the ωB97M-V functional and the def2-TZVPD basis
C -1.138 -1.834 1.594
C -1.159 -0.608 0.985
C 0.543 -1.763 0.181
C 1.084 1.527 -0.038
C 0.109 0.572 -0.705
N -0.085 -2.601 1.111
N -0.096 -0.587 0.136
N -1.092 1.071 -1.203
H -1.884 -2.133 2.252
H -1.615 0.376 0.920
H 1.401 -1.999 -0.431
H 1.240 2.425 -0.719
H 0.778 2.002 0.881
H 1.966 0.906 0.099
H 0.863 0.129 -1.911
H 0.389 -3.495 1.257
H -1.413 0.560 -2.084
H -1.659 1.684 -0.650
```

The calculation puts the LUMO energy (spin up / spin down) at -3.14 / -7.58 eV. As for the charge: +1. As for the frontier orbital gap (spin up / spin down): 6.925 / 6.095 eV. Its multiplicity is 3.

Löwdin atomic charge list, values in e, 8 entries:
1 C 0.055
2 C 0.091
3 C -0.068
4 C -0.046
5 C -0.468
6 N 0.097
7 N -0.067
8 N 0.044

=====

Record 5
DFT (the ωB97M-V functional and the def2-TZVPD basis) results for an isolated ion of composition C5H10N3 and charge +1.

```
18
C5H10N3, DFT the ωB97M-V functional and the def2-TZVPD basis
C 1.935 -0.305 0.361
C 1.235 0.810 -0.563
C 0.910 -1.399 0.194
C -0.972 1.277 0.307
C -1.250 -0.117 0.044
N 0.346 1.662 0.147
N -0.347 -1.177 -0.068
N -2.496 -0.526 -0.058
H 2.751 -0.634 -0.245
H 2.307 -0.032 1.463
H 2.082 1.370 -0.947
H 0.615 0.224 -1.392
H 0.983 -2.483 0.132
H -1.721 2.030 0.683
H 0.500 2.659 -0.007
H -0.877 -2.055 -0.315
H -2.795 -1.518 0.067
H -3.206 0.215 0.197
```

The calculation puts the LUMO energy (spin up / spin down) at -2.92 / -5.38 eV. As for the charge: +1. As for the frontier orbital gap (spin up / spin down): 7.328 / 9.333 eV. Its multiplicity is 3.

Löwdin atomic charge list, values in e, 8 entries:
1 C -0.101
2 C -0.181
3 C -0.134
4 C 0.005
5 C -0.293
6 N 0.011
7 N 0.015
8 N 0.175

=====

Record 6
DFT (the ωB97M-V functional and the def2-TZVPD basis) results for a 2-piece molecular cluster, C5H10N3 overall.

```
18
C5H10N3, DFT the ωB97M-V functional and the def2-TZVPD basis
C -3.147 -0.092 -0.863
C -2.069 0.724 -1.083
C -1.637 -0.377 0.709
C 1.799 -0.892 -0.861
C 1.404 0.723 0.956
N -2.872 -0.701 0.341
N -1.177 0.481 -0.118
N 1.615 -0.501 0.569
H -4.141 -0.231 -1.176
H -1.737 1.494 -1.809
H -1.164 -0.613 1.623
H 0.884 -0.630 -1.352
H 2.573 -0.352 -1.317
H 1.778 -2.033 -1.031
H 1.223 0.857 2.032
H 1.755 1.481 0.316
H -3.469 -1.438 0.872
H 1.203 -1.344 1.101
```

The calculation puts the LUMO energy (spin up / spin down) at -3.97 / -8.61 eV. As for the charge: +1. As for the frontier orbital gap (spin up / spin down): 4.594 / 4.940 eV. Its multiplicity is 3.

Löwdin atomic charge list, values in e, 8 entries:
1 C 0.087
2 C 0.018
3 C -0.093
4 C -0.080
5 C -0.138
6 N 0.116
7 N 0.111
8 N -0.182

=====

Record 7
DFT (the ωB97M-V functional and the def2-TZVPD basis) results for an isolated ion of composition C5H10N3 and charge +1.

```
18
C5H10N3, DFT the ωB97M-V functional and the def2-TZVPD basis
C 1.220 0.545 -0.532
C 0.155 0.809 -1.627
C 1.388 -0.858 -0.131
C -1.326 1.100 0.226
C -0.714 -1.172 1.036
N -1.078 1.268 -1.012
N 0.564 -1.473 0.687
N -1.105 -1.393 2.259
H 2.180 0.935 -0.860
H 0.838 1.110 0.336
H 0.506 1.583 -2.314
H -0.044 -0.094 -2.206
H 2.253 -1.410 -0.462
H -2.262 1.487 0.611
H -1.699 1.744 -1.672
H 0.853 -2.410 0.976
H -0.490 -1.598 3.044
H -2.079 -1.269 2.493
```

The calculation puts the LUMO energy (spin up / spin down) at -3.15 / -5.54 eV. As for the charge: +1. As for the frontier orbital gap (spin up / spin down): 7.210 / 7.611 eV. Its multiplicity is 3.

Löwdin atomic charge list, values in e, 8 entries:
1 C -0.164
2 C -0.146
3 C -0.109
4 C 0.110
5 C -0.103
6 N -0.037
7 N 0.018
8 N 0.137

=====

Record 8
DFT (the ωB97M-V functional and the def2-TZVPD basis) results for a 2-piece molecular cluster, C5H10N3O overall.

```
19
C5H10N3O, DFT the ωB97M-V functional and the def2-TZVPD basis
C 2.227 1.387 -0.164
C -1.566 -0.314 0.676
C 3.426 1.204 0.136
C -3.225 0.970 -0.494
C 0.969 -1.816 -0.383
N -0.416 -0.458 0.879
N -2.758 0.001 0.516
N 0.684 -1.097 0.815
O 1.101 1.405 -0.392
H 3.821 0.215 -0.125
H 4.077 2.012 0.462
H -4.314 1.143 -0.321
H -2.488 1.828 -0.426
H -3.045 0.634 -1.492
H 1.541 -1.201 -1.020
H 1.782 -2.535 -0.104
H 0.191 -2.415 -0.976
H -3.408 -0.377 1.170
H 1.401 -0.585 1.245
```

The calculation puts the LUMO energy at -2.94 eV. As for the charge: +1. As for the frontier orbital gap: 9.982 eV.

Löwdin atomic charge list, values in e, 8 entries:
1 C -0.336
2 C -0.051
3 C 0.031
4 C 0.003
5 C -0.047
6 N 0.132
7 N 0.047
8 N -0.035

=====

Record 9
DFT (the ωB97M-V functional and the def2-TZVPD basis) results for C5H10N3O2 as an isolated structure.

```
20
C5H10N3O2, DFT the ωB97M-V functional and the def2-TZVPD basis
C -3.536 -1.495 0.352
C 0.224 -0.712 0.529
C -1.579 0.010 0.121
C 2.117 0.956 0.836
C 2.188 -0.488 -1.011
N -2.613 -0.723 0.295
N -1.724 1.223 -0.632
N 1.234 0.169 -0.072
O -0.695 1.506 -1.247
O -2.746 1.841 -0.587
H -3.723 -2.243 -0.442
H -4.161 -1.547 1.122
H 0.048 -0.737 1.555
H 2.645 1.759 0.354
H 1.520 1.180 1.743
H 2.876 0.419 1.312
H 3.009 -1.092 -0.344
H 1.576 -1.063 -1.754
H 2.800 0.130 -1.671
H 0.537 0.907 -0.459
```

The calculation puts the LUMO energy (spin up / spin down) at -5.55 / -5.55 eV. As for the charge: +1. As for the frontier orbital gap (spin up / spin down): 6.794 / 6.786 eV.

Löwdin atomic charge list, values in e, 8 entries:
1 C 0.156
2 C 0.087
3 C 0.007
4 C -0.027
5 C -0.034
6 N 0.137
7 N -0.337
8 N -0.285

=====

Record 10
DFT (the ωB97M-V functional and the def2-TZVPD basis) results for an isolated ion of composition C5H10N3OS and charge +1.

```
20
C5H10N3OS, DFT the ωB97M-V functional and the def2-TZVPD basis
C -0.112 0.914 0.328
C -2.380 0.326 -0.031
C 0.251 -0.496 -0.264
C 1.573 -0.733 0.368
C 0.499 -0.363 -1.838
N -1.471 1.178 0.485
N -0.800 -1.370 -0.104
N 0.675 1.905 0.607
O -0.828 -1.857 1.243
S -3.867 0.133 -0.293
H 1.682 -0.356 1.395
H 2.318 -0.131 -0.128
H 1.902 -1.854 0.360
H -0.489 -0.439 -2.419
H 1.301 -1.175 -2.017
H 0.869 0.613 -1.974
H -1.722 1.970 1.068
H 1.650 1.802 0.794
H 0.218 2.605 1.119
H -1.270 -2.675 1.301
```

The calculation puts the LUMO energy (spin up / spin down) at -4.70 / -4.66 eV. As for the charge: +1. As for the frontier orbital gap (spin up / spin down): 6.998 / 7.857 eV.

Löwdin atomic charge list, values in e, 8 entries:
1 C -0.161
2 C -0.696
3 C -0.577
4 C -0.055
5 C 0.026
6 N 0.079
7 N 0.039
8 N 0.276

=====

Record 11
DFT (the ωB97M-V functional and the def2-TZVPD basis) results for an isolated ion of composition C5H10N3S and charge +1.

```
19
C5H10N3S, DFT the ωB97M-V functional and the def2-TZVPD basis
C 0.151 2.062 0.126
C 0.034 0.769 0.230
C 0.187 -1.415 0.838
C 0.626 -0.798 -1.473
C -1.757 -0.675 -0.527
N 0.781 3.015 0.743
N 1.828 1.329 2.233
N -0.254 -0.469 -0.240
S 1.830 2.826 1.996
H -0.288 2.695 -0.677
H -0.395 -1.252 1.727
H 0.075 -2.548 0.632
H 1.150 -1.149 1.207
H 1.637 -0.489 -1.079
H 0.509 -1.903 -1.852
H 0.380 -0.054 -2.223
H -2.085 -1.775 -0.516
H -2.327 -0.209 0.251
H -2.083 0.041 -1.396
```

The calculation puts the LUMO energy (spin up / spin down) at -5.94 / -5.95 eV. As for the charge: +1. As for the frontier orbital gap (spin up / spin down): 6.970 / 6.965 eV.

Löwdin atomic charge list, values in e, 8 entries:
1 C -0.309
2 C 0.017
3 C -0.011
4 C 0.044
5 C 0.039
6 N -0.339
7 N -0.322
8 N -0.361

=====

Record 12
DFT (the ωB97M-V functional and the def2-TZVPD basis) results for one molecule with the formula C5H10N4.

```
19
C5H10N4, DFT the ωB97M-V functional and the def2-TZVPD basis
C 0.002 -0.776 0.305
C 2.038 0.310 1.317
C 1.676 -0.274 -1.201
C -4.089 0.127 -0.250
C 1.424 -0.658 0.263
N -1.849 0.905 -0.635
N -1.016 -1.370 0.510
N -2.292 -1.209 0.456
N -2.584 0.071 -0.282
H 1.570 1.283 1.396
H 3.204 0.323 1.153
H 2.019 -0.058 2.430
H 1.337 0.702 -1.352
H 1.024 -0.720 -1.855
H 2.684 -0.266 -1.514
H -4.395 0.220 0.697
H -4.437 1.095 -0.778
H -4.436 -0.713 -0.854
H 1.979 -1.653 0.580
```

The calculation puts the LUMO energy at 0.26 eV. As for the frontier orbital gap: 8.339 eV.

Löwdin atomic charge list, values in e, 8 entries:
1 C -0.030
2 C -0.090
3 C -0.066
4 C -0.030
5 C -0.393
6 N 0.145
7 N -0.002
8 N -0.025

=====

It is found that the energy above the lowest of the compared OMol25 structures with the same formula, charge and spin values, taken in the order of the records, are 20.8 120.9 64.0 67.4 5.8 57.4 50.3 104.9 236.4 96.2 187.9 153.0 kcal per mole.
It is found that the total energy values, taken in the order of the records, are -19162.002 -19157.661 -9808.973 -9804.766 -9807.436 -9805.198 -9805.508 -11854.231 -13895.906 -22688.685 -20637.716 -11301.245 eV.